1.
{"formula": "C49H40MgN6P3S4", "method": "ωB97M-V with the def2-TZVPD basis set", "charge": -1, "orbital_gap_ev": 6.32, "e_above_lowest_kj_mol": 85.0, "e_tot_ev": -137063.99001, "species": ["Mg", "N", "C", "C", "C", "C", "C", "C", "N", "C", "C", "C", "S", "C", "N", "H", "H", "H", "H", "H", "H", "H", "C", "N", "P", "C", "C", "C", "C", "C", "C", "C", "C", "C", "C", "C", "C", "P", "C", "C", "C", "C", "C", "C", "C", "C", "C", "C", "C", "C", "H", "H", "H", "H", "H", "H", "H", "H", "H", "H", "H", "H", "H", "H", "H", "H", "H", "H", "H", "H", "H", "H", "H", "N", "C", "S", "P", "S", "C", "C", "C", "C", "C", "C", "C", "C", "C", "C", "C", "C", "H", "H", "H", "H", "H", "H", "H", "H", "H", "H", "S", "C", "N"], "coordinates": [[0.00536, 1.11452, 0.07053], [4.23296, 1.87432, 0.41269], [4.51010, 0.55118, 0.10979], [5.70607, -0.15277, 0.02061], [5.60128, -1.49539, -0.28353], [4.35626, -2.10826, -0.49575], [3.17710, -1.40026, -0.40951], [3.26277, -0.04830, -0.08866], [2.26085, 0.90014, 0.09024], [2.88251, 2.01314, 0.38241], [2.16186, 3.24734, 0.66314], [2.58375, 4.53672, 0.59662], [1.26274, 5.57547, 0.92181], [0.23941, 4.22379, 1.12081], [0.83702, 3.08227, 0.97192], [4.89246, 2.60176, 0.61933], [6.66545, 0.32056, 0.18525], [6.50052, -2.09434, -0.35099], [4.31883, -3.16724, -0.71323], [2.21810, -1.86920, -0.54561], [3.55558, 4.91399, 0.32637], [-0.82088, 4.30083, 1.32707], [-1.60999, -2.13463, 3.24344], [-1.14962, -1.11287, 2.30460], [-0.04614, 0.10839, 2.78857], [-1.01126, 0.92418, 4.11350], [-2.30215, 1.36489, 3.81333], [-3.04835, 2.05199, 4.75710], [-2.51486, 2.32017, 6.01152], [-1.22664, 1.90514, 6.31188], [-0.47743, 1.21349, 5.36793], [1.37380, -0.55115, 3.72841], [1.33654, -1.56420, 4.68549], [2.50241, -2.00433, 5.28692], [3.72028, -1.41630, 4.96835], [3.76595, -0.38430, 4.04647], [2.59731, 0.03924, 3.42771], [-1.05546, -1.36898, 0.61101], [-1.05344, -3.14285, 0.14644], [-0.16750, -3.54809, -0.84536], [-0.18619, -4.84880, -1.32486], [-1.08061, -5.76928, -0.80267], [-1.97027, -5.37391, 0.18569], [-1.96809, -4.06639, 0.64546], [-2.79415, -1.06607, 0.08015], [-3.82631, -0.74829, 0.95482], [-5.10971, -0.51814, 0.47797], [-5.37247, -0.59772, -0.88097], [-4.34419, -0.90446, -1.76300], [-3.06404, -1.13689, -1.28646], [-1.65181, -1.70259, 4.24486], [-0.94606, -3.00300, 3.24392], [-2.62237, -2.45278, 2.99040], [-2.71267, 1.19829, 2.82600], [-4.04405, 2.39180, 4.50098], [-3.09997, 2.85609, 6.74891], [-0.79993, 2.11450, 7.28528], [0.52553, 0.89019, 5.61537], [0.40322, -2.04285, 4.94375], [2.46403, -2.82947, 5.98566], [4.63206, -1.77744, 5.42733], [4.71218, 0.07256, 3.78210], [2.63897, 0.81948, 2.67749], [0.54487, -2.84118, -1.24434], [0.51188, -5.14060, -2.09939], [-1.08613, -6.79060, -1.16232], [-2.67554, -6.08464, 0.59828], [-2.70509, -3.77300, 1.37931], [-3.62278, -0.65245, 2.01368], [-5.90181, -0.26234, 1.17131], [-6.37218, -0.41044, -1.25401], [-4.53284, -0.94952, -2.82847], [-2.26494, -1.36296, -1.98637], [-2.80876, 2.78548, 0.73633], [-1.94710, 2.07552, 0.42093], [0.28250, -0.67570, -2.99404], [0.04378, 1.21056, -3.51324], [0.36559, 2.58564, -2.08938], [1.07934, 1.64740, -4.95267], [1.06189, 2.95377, -5.43805], [1.84173, 3.30422, -6.52724], [2.65191, 2.35273, -7.13756], [2.67556, 1.05386, -6.65463], [1.88876, 0.70046, -5.56429], [-1.64936, 1.46472, -4.14903], [-1.98013, 1.06376, -5.44170], [-3.27907, 1.19899, -5.90527], [-4.26040, 1.73007, -5.07641], [-3.93652, 2.12215, -3.78614], [-2.63424, 1.99323, -3.32182], [0.43881, 3.69518, -4.95144], [1.82319, 4.32105, -6.89964], [3.26380, 2.62751, -7.98810], [3.30788, 0.31027, -7.12380], [1.89674, -0.30973, -5.17300], [-1.21867, 0.64151, -6.08737], [-3.52658, 0.88883, -6.91310], [-5.27616, 1.83549, -5.43801], [-4.69570, 2.52697, -3.12862], [-2.38411, 2.30759, -2.31485], [2.15488, -5.05050, 2.80953], [1.71075, -3.61478, 2.12322], [1.38755, -2.60343, 1.63494]], "atomic_forces_ev_per_a": [[0.325, 0.130, -0.137], [-0.043, 0.014, -0.074], [0.015, -0.003, 0.036], [-0.003, 0.002, -0.014], [-0.004, -0.021, 0.010], [-0.006, -0.002, -0.022], [0.011, 0.051, -0.004], [0.008, -0.008, -0.080], [-0.089, -0.038, 0.139], [0.036, 0.017, -0.014], [0.018, -0.009, 0.037], [-0.023, -0.023, 0.038], [0.051, 0.034, 0.015], [-0.017, -0.073, 0.113], [-0.092, 0.046, -0.270], [0.013, -0.015, 0.031], [-0.003, 0.004, 0.002], [0.001, 0.006, -0.006], [0.003, -0.002, 0.011], [-0.001, -0.003, 0.019], [-0.002, 0.018, 0.011], [-0.007, 0.006, -0.035], [-0.118, 0.052, -0.031], [0.529, -0.244, 0.134], [-0.255, -0.051, -0.140], [0.051, 0.044, 0.034], [0.004, 0.002, -0.012], [-0.004, 0.002, -0.002], [-0.003, -0.004, 0.000], [-0.001, 0.001, 0.003], [-0.016, -0.017, 0.012], [0.024, 0.045, 0.001], [-0.009, -0.005, -0.019], [0.003, -0.001, 0.000], [0.004, -0.011, 0.005], [-0.012, 0.011, -0.014], [0.022, -0.033, -0.004], [-0.659, 0.249, -0.199], [0.181, 0.002, 0.120], [0.045, -0.037, 0.038], [0.035, 0.020, -0.016], [-0.015, 0.020, 0.021], [0.005, -0.029, -0.003], [-0.049, 0.019, -0.064], [-0.024, -0.058, 0.088], [0.028, 0.027, 0.005], [0.000, 0.001, -0.002], [-0.005, 0.007, 0.008], [0.017, 0.017, 0.001], [-0.027, -0.049, -0.046], [-0.001, -0.001, 0.001], [0.005, 0.000, -0.006], [0.007, -0.018, -0.010], [0.007, 0.006, 0.020], [-0.002, 0.001, 0.004], [0.002, 0.004, -0.002], [-0.001, 0.000, 0.001], [-0.007, 0.004, 0.001], [-0.008, -0.009, -0.005], [0.001, -0.001, 0.000], [-0.003, -0.002, 0.001], [0.003, -0.001, 0.003], [-0.009, 0.002, 0.014], [0.000, 0.025, -0.031], [-0.006, -0.009, 0.004], [0.005, 0.001, 0.001], [-0.004, 0.004, -0.002], [-0.009, 0.038, 0.008], [-0.007, -0.016, -0.001], [0.000, 0.002, -0.001], [0.002, 0.003, 0.000], [-0.004, 0.010, -0.013], [-0.025, 0.010, 0.029], [0.005, 0.040, -0.064], [0.056, -0.187, 0.113], [0.077, -0.067, 0.076], [-0.132, 0.012, 0.020], [0.093, 0.067, 0.035], [0.037, 0.008, -0.007], [-0.022, 0.008, -0.004], [0.005, 0.000, 0.000], [-0.004, -0.009, -0.001], [0.004, 0.005, -0.003], [-0.013, -0.003, 0.007], [-0.022, 0.012, -0.021], [0.005, -0.028, -0.006], [-0.010, -0.004, 0.003], [0.006, -0.004, 0.009], [-0.011, -0.010, 0.008], [0.021, 0.018, 0.023], [0.002, -0.003, 0.006], [-0.003, 0.000, -0.001], [0.002, 0.001, 0.002], [0.000, 0.003, -0.004], [0.003, 0.003, 0.003], [0.005, 0.002, 0.004], [-0.001, 0.001, -0.001], [-0.001, 0.000, -0.001], [0.001, -0.006, 0.002], [-0.010, -0.012, -0.012], [-0.034, 0.070, 0.026], [0.032, -0.082, -0.026], [0.019, 0.000, 0.076]], "mulliken_charge": [3.872, 0.210, 0.590, -1.304, -0.481, -0.674, -0.548, -0.143, 0.384, -0.167, -0.980, -0.394, -0.222, -0.350, 0.340, 0.199, 0.419, 0.391, 0.493, 0.294, 0.413, 0.332, -1.509, 0.790, 1.161, 0.448, -0.522, -1.026, -0.595, -0.723, -0.920, 0.469, 0.034, -0.747, -0.597, -0.456, -0.405, -0.326, 0.887, 0.606, -0.914, -0.599, -0.755, -0.675, 1.353, -0.446, -0.706, -0.705, -0.677, -0.938, 0.555, 0.231, 0.387, 0.222, 0.466, 0.369, 0.420, 0.414, 0.285, 0.399, 0.339, 0.364, 0.005, -0.213, 0.445, 0.355, 0.406, 0.212, 0.030, 0.409, 0.365, 0.452, 0.352, -1.005, -0.196, -0.672, 2.156, -0.530, -0.003, -0.427, -0.659, -0.405, -0.567, -0.336, -0.009, -0.504, -0.606, -0.488, -0.560, -0.240, 0.379, 0.383, 0.362, 0.391, 0.298, 0.393, 0.394, 0.362, 0.453, 0.065, -0.520, 0.005, -0.362]}

2.
{"formula": "C7H7Cl3GaN3OS", "method": "ωB97M-V with the def2-TZVPD basis set", "charge": 2, "orbital_gap_ev": 6.67, "e_above_lowest_kj_mol": 0.0, "e_tot_ev": -114653.39475, "species": ["Ga", "Cl", "C", "C", "C", "Cl", "C", "O", "C", "Cl", "C", "H", "H", "N", "N", "C", "N", "S", "H", "H", "H", "H", "H"], "coordinates": [[0.21659, -0.07038, 0.00002], [5.22135, 4.72198, -0.00002], [3.76183, 3.83552, -0.00001], [3.80438, 2.44740, -0.00001], [2.60266, 1.77368, 0.00000], [2.58413, 0.01437, 0.00001], [1.36081, 2.39816, 0.00001], [0.18903, 1.70333, 0.00002], [1.34803, 3.79372, 0.00001], [-0.15398, 4.61395, 0.00002], [2.53981, 4.49928, 0.00000], [4.75123, 1.92493, -0.00001], [2.51400, 5.58061, 0.00000], [-2.07959, 0.00351, 0.00000], [-2.63469, -1.26901, -0.00001], [-1.87996, -2.36840, 0.00000], [-2.44263, -3.55220, 0.00000], [-0.14531, -2.32630, 0.00002], [-2.38246, 0.52983, 0.81903], [-2.38244, 0.52983, -0.81904], [-3.64319, -1.35408, -0.00002], [-3.44451, -3.69727, -0.00002], [-1.86686, -4.38313, 0.00000]], "atomic_forces_ev_per_a": [[-0.597, -0.553, 0.000], [0.074, 0.058, 0.000], [-0.248, -0.170, 0.000], [0.206, -0.101, 0.000], [-0.211, 0.559, 0.000], [-0.032, -0.368, 0.000], [0.162, 0.167, 0.000], [-0.155, -0.505, 0.000], [0.150, -0.172, 0.000], [-0.088, 0.045, 0.000], [0.004, 0.088, 0.000], [-0.016, -0.001, 0.000], [-0.002, -0.007, 0.000], [0.607, 0.421, 0.000], [-0.245, -0.245, 0.000], [0.162, 0.043, 0.000], [0.026, -0.030, 0.000], [0.364, 0.711, 0.000], [-0.015, -0.015, 0.120], [-0.015, -0.015, -0.120], [-0.092, 0.079, 0.000], [-0.017, 0.059, 0.000], [-0.022, -0.047, 0.000]], "nbo_charge": [1.589, 0.115, -0.023, -0.223, -0.105, 0.137, 0.275, -0.864, -0.083, 0.095, -0.193, 0.269, 0.272, -0.663, -0.406, 0.366, -0.696, -0.060, 0.432, 0.432, 0.434, 0.445, 0.455]}